Density functional theory data (ωB97M-V/def2-TZVPD) for a 2-piece molecular cluster, C5H13NO overall at a distorted geometry.

Each line ends with the Mulliken charge.
Atoms and positions in Å:
C  -1.48709  2.05731  0.29438  -1.361
C  -0.94239  0.94489  -0.61530  -0.619
N  0.92341  -1.22207  -1.43026  -0.644
C  0.09811  -1.25811  -0.27879  0.644
C  -0.90287  -0.42000  0.03307  -0.447
C  0.31363  -2.56606  0.46598  -1.165
H  -1.35194  3.04078  -0.17203  0.343
H  -2.56502  2.04137  0.44618  0.379
H  -0.98854  2.13432  1.26024  0.351
H  0.01427  1.24473  -1.02867  0.473
H  -1.68736  0.83417  -1.42109  0.325
H  0.68518  -1.98776  -2.03924  0.226
H  0.87735  -0.40532  -2.01369  0.212
H  -1.55262  -0.79139  0.81416  0.329
H  0.89802  -3.21803  -0.18066  0.365
H  0.92080  -2.42911  1.36460  0.228
H  -0.57474  -3.11928  0.76879  0.350
H  1.06065  1.38056  0.80124  0.382
H  2.32769  1.42188  1.71430  0.305
O  1.67820  1.96488  1.28045  -0.677

Force components x, y, z for each atom (eV/Å):
C 0.13 0.90 -0.22
C -2.28 -0.28 0.36
N 0.54 0.53 0.12
C -1.25 -1.36 -0.17
C 2.12 0.08 -0.09
C 0.37 -0.12 -0.16
H 0.26 -0.16 -0.11
H -0.05 -0.60 0.15
H -0.02 -0.24 0.05
H 0.12 -0.11 -0.11
H 0.47 0.41 -0.29
H 0.17 -0.47 0.08
H -0.23 0.49 0.19
H -0.16 0.72 0.25
H 0.00 -0.20 0.04
H -0.02 0.17 -0.06
H -0.24 0.34 -0.09
H 0.62 0.12 0.52
H 0.21 -0.50 0.10
O -0.77 0.30 -0.57

Results
gap between HOMO and LUMO = 9.2 eV
M = 103.16 g mol⁻¹
SMILES string = CC/C=C(/C)N.O
total charge = 0
energy relative to the best compared isomer or geometry (same formula, charge and spin) = 136.4 kJ/mol

---

Density functional theory data (ωB97M-V/def2-TZVPD) for C2H4N2S3 as an isolated structure at a distorted geometry.

Each line ends with the Mulliken charge.
Atoms and positions in Å:
C  0.75228  -0.14373  -0.28989  0.057
C  -0.45455  -0.94103  -0.50444  0.332
H  -1.35607  1.67261  -0.19744  0.273
H  -0.78610  1.13975  1.25380  0.306
H  1.33358  1.71420  0.06204  0.192
H  0.81145  -2.58695  0.66914  0.168
N  -0.60018  1.77932  0.49154  -0.748
N  0.53554  1.17703  0.01405  0.054
S  2.16443  -0.83512  -0.79890  -0.248
S  -0.47105  -2.46110  0.37845  -0.111
S  -1.92933  -0.51497  -1.07836  -0.275

Force components x, y, z for each atom (eV/Å):
C -0.23 1.87 -1.42
C -1.64 -1.34 1.79
H 0.42 0.07 0.34
H -1.24 0.64 0.57
H 2.01 1.37 0.05
H 0.63 0.09 0.02
N -0.91 -0.47 0.70
N 0.87 -2.81 -1.46
S 0.08 0.59 0.40
S -0.62 -0.11 -0.35
S 0.65 0.11 -0.64

Results
gap between HOMO and LUMO = 7.4 eV
M = 152.27 g mol⁻¹
total charge = 0
energy relative to the best compared isomer or geometry (same formula, charge and spin) = 161.0 kJ/mol

---

Density functional theory data (ωB97M-V/def2-TZVPD) for a single C23H33N3O3S molecule.

Each line ends with the Mulliken charge.
Atoms and positions in Å:
C  1.53563  -4.34895  2.77762  -1.464
H  2.08184  -4.77638  1.94289  0.305
H  1.69106  -4.97285  3.65399  0.475
H  1.92664  -3.35388  2.97997  0.326
C  0.04320  -4.28138  2.45488  0.143
N  -0.22053  -3.29029  1.40215  0.634
C  0.37252  -3.45490  0.20453  1.068
O  1.02204  -4.44200  -0.09085  -0.637
C  0.24838  -2.33104  -0.84616  -1.277
N  0.76250  -1.06981  -0.38800  0.519
C  1.99870  -0.86392  0.16509  -0.218
C  3.05152  -1.74681  0.37915  -0.715
C  4.18559  -1.24984  0.98359  -0.835
C  4.28499  0.09170  1.36613  -0.602
C  3.25299  0.97533  1.14905  -0.741
C  2.09296  0.49770  0.54316  0.595
C  0.84853  1.09274  0.18304  0.331
C  0.08305  0.11529  -0.38851  -0.631
H  -0.92017  0.17070  -0.76369  0.647
S  0.39918  2.77302  0.45677  -0.238
C  -1.31181  2.55968  1.07098  -0.516
C  -2.29709  2.30724  -0.05684  0.692
O  -2.93664  1.27476  -0.13929  -0.661
N  -2.40056  3.32759  -0.92256  -0.133
H  -1.75638  4.10346  -0.86450  0.296
C  -3.21982  3.29348  -2.10732  -1.101
H  -3.79661  2.36703  -2.09136  0.410
H  -3.90121  4.14975  -2.09609  0.404
C  -2.35414  3.36790  -3.37340  0.285
C  -1.36828  2.18903  -3.51227  -0.632
H  -1.44736  1.74760  -4.50532  0.379
C  0.00454  2.83422  -3.31320  0.175
H  0.29591  2.80982  -2.26346  -0.391
C  -0.26654  4.27315  -3.74762  -0.654
H  -0.21101  4.36456  -4.84248  0.302
H  0.40246  5.00475  -3.29322  0.364
O  -1.57805  4.55784  -3.30544  -0.502
H  0.78469  2.36250  -3.90519  0.533
H  -1.57355  1.41644  -2.77528  0.105
H  -3.02454  3.42023  -4.24435  0.358
H  -1.32156  1.72687  1.77223  -0.044
H  -1.55484  3.48834  1.58697  0.528
H  3.32521  2.01331  1.43683  0.458
H  5.19323  0.43524  1.83876  0.405
H  5.01968  -1.91068  1.16671  0.422
H  2.98241  -2.78149  0.08415  0.516
H  0.82944  -2.68034  -1.70892  0.290
H  -0.79026  -2.20624  -1.16249  0.354
C  -1.12204  -2.19338  1.73457  0.788
H  -1.26947  -1.59415  0.83801  -0.177
C  -2.50563  -2.70728  2.14224  -1.737
H  -2.88182  -3.40309  1.39600  0.404
H  -2.49153  -3.20488  3.10811  0.319
H  -3.19129  -1.86601  2.20146  0.472
C  -0.52462  -1.28231  2.80897  -1.322
H  -0.41871  -1.79853  3.75957  0.395
H  -1.18107  -0.42904  2.95959  0.392
H  0.45426  -0.92052  2.50211  0.217
C  -0.51013  -5.65786  2.08896  -1.480
H  -1.57481  -5.59891  1.87604  0.338
H  0.00302  -6.04517  1.21460  0.308
H  -0.35806  -6.34258  2.91932  0.447
H  -0.47932  -3.92683  3.34598  0.309

Force components x, y, z for each atom (eV/Å):
C -0.16 0.05 0.03
H 0.07 -0.03 -0.01
H 0.03 -0.06 0.12
H 0.07 0.09 0.05
C 0.25 -0.35 -0.02
N -0.02 -0.06 0.10
C -0.24 0.40 -0.30
O 0.26 -0.26 -0.21
C 0.12 -0.44 -0.19
N -0.08 0.08 -0.02
C 0.40 0.42 0.23
C 0.03 -0.16 -0.03
C 0.00 -0.10 -0.03
C 0.12 0.15 0.09
C -0.02 -0.05 0.00
C -0.04 -0.40 -0.08
C -0.50 0.34 -0.20
C 0.09 0.30 0.06
H -0.21 -0.03 -0.07
S -0.08 -0.12 0.30
C 0.48 -0.08 -0.07
C 0.20 0.24 0.37
O -0.18 -0.39 -0.03
N -0.01 0.36 -0.27
H 0.01 -0.14 0.09
C 0.02 0.12 -0.47
H 0.01 0.13 -0.03
H -0.03 -0.11 -0.02
C -0.48 -0.35 0.15
C 0.03 0.19 -0.03
H -0.03 -0.04 0.01
C -0.05 0.20 -0.04
H 0.00 0.00 -0.04
C 0.39 -0.15 -0.16
H 0.03 0.04 0.08
H 0.00 -0.03 -0.07
O -0.21 0.08 0.23
H 0.07 -0.03 -0.02
H -0.03 -0.10 0.03
H 0.09 0.00 0.11
H -0.10 0.07 -0.06
H -0.05 0.00 0.03
H 0.04 0.10 0.06
H 0.07 0.04 0.04
H 0.06 -0.07 0.00
H 0.00 -0.16 -0.03
H -0.17 -0.01 0.19
H 0.10 0.07 0.03
C -0.26 0.27 0.20
H 0.03 -0.09 0.08
C 0.20 0.09 -0.19
H -0.08 -0.07 -0.05
H 0.00 -0.07 0.12
H -0.09 0.08 0.05
C -0.05 -0.06 -0.32
H 0.00 -0.08 0.13
H -0.07 0.11 0.07
H 0.10 0.08 -0.03
C 0.00 0.16 0.06
H -0.13 -0.03 0.00
H 0.00 -0.05 -0.01
H -0.02 -0.10 0.11
H 0.03 0.02 -0.11

Results
gap between HOMO and LUMO = 8.4 eV
M = 431.60 g mol⁻¹
SMILES string = CC(C)N(C(=O)Cn1cc(SCC(=O)NC[C@@H]2CCCO2)c2ccccc21)C(C)C
total charge = 0
energy relative to the best compared isomer or geometry (same formula, charge and spin) = 91.7 kJ/mol